(1)
The following is a quantum chemistry calculation of a molecular structure, C23H24N2PSTc, from the OMol25 dataset.

Geometry as ORCA input:
```
! RIJCOSX wB97M-V def2-TZVPD def2/J DEFGRID3
* xyz 3 4
H 3.743 -0.684 5.011
H 1.711 0.739 5.321
C 1.819 -0.592 -0.525
C -0.325 2.895 -0.895
C -0.532 -2.924 1.778
C -0.648 2.981 -2.243
P -1.486 -0.432 -1.166
C -1.151 -1.984 -0.374
H -0.396 -2.827 2.847
N 1.503 0.217 2.022
H -1.114 -3.343 -2.055
H 1.644 2.261 -1.218
H -1.603 0.542 -3.344
C 1.202 0.663 3.248
C 3.426 -0.908 2.901
H 1.612 -0.893 -2.734
H -0.477 -5.277 -0.666
H 3.812 -2.305 -2.606
C -0.593 -4.302 -0.210
H -3.036 0.366 0.534
C -1.860 3.568 -2.585
H -3.172 1.272 -0.992
S 3.990 -1.928 -0.210
C 3.308 -1.812 -1.788
C -2.375 3.940 -0.253
H 1.354 2.809 0.285
C 1.984 0.357 4.348
H -2.554 -0.953 -3.220
C 2.758 -0.984 0.452
C 2.167 -1.074 -1.826
H 0.040 2.648 -3.010
C -1.162 3.364 0.113
H -3.845 -0.375 -0.852
H 4.301 -1.526 2.747
H -0.864 3.336 1.156
C -0.965 -3.218 -0.991
C -0.373 -4.155 1.160
H -3.652 4.508 -1.875
C -3.027 0.285 -0.553
C 3.111 -0.434 4.169
H -0.791 -1.045 -3.404
C -1.605 -0.477 -2.958
C -2.719 4.038 -1.594
Tc 0.370 0.412 0.183
C -0.938 -1.836 1.012
H -0.097 -5.018 1.749
H -3.033 4.335 0.510
H 0.319 1.284 3.342
H -1.199 -0.902 1.529
H -2.124 3.680 -3.628
N 0.938 2.275 -0.482
C 2.601 -0.570 1.843
*
```

- HOMO (alpha / beta) (eV) = -17.928 / -17.993
- molecular weight (g mol⁻¹) = 489.50
- strongest force on any atom (eV Å⁻¹) = 1.25
- total energy (eV) = -49515.575
- <S²> = 3.801
- LUMO energy (alpha / beta) (eV) = -10.6650 / -11.8362
- gap between HOMO and LUMO (alpha / beta) (eV) = 7.3 / 6.2
- energy above the lowest of the compared OMol25 structures with the same formula, charge and spin (kJ/mol) = 11.1

(2)
The following is a quantum chemistry calculation of a molecular structure, C23H24N4O3S2, from the OMol25 dataset.

Geometry as ORCA input:
```
! RIJCOSX wB97M-V def2-TZVPD def2/J DEFGRID3
* xyz 0 1
C 3.017 2.370 -2.405
C -0.307 3.080 2.963
H 0.092 4.758 0.764
C -0.822 -4.414 -0.793
C 1.676 0.457 -1.938
C -1.628 -3.294 -0.591
H -2.922 -3.058 -3.717
O 3.441 3.036 0.388
H -3.007 -1.948 -1.528
H -0.317 2.876 4.036
C 0.906 3.931 2.597
C 3.070 2.025 -3.769
H 0.446 -2.913 1.042
H -3.423 -0.556 2.649
H -1.121 2.602 0.390
N 0.952 -0.419 -1.236
H 3.536 3.242 -2.041
S 0.453 -1.585 -2.222
C -1.664 -2.605 0.700
C -0.158 -1.109 2.024
C 2.337 1.610 -1.495
C -2.386 -2.820 -1.664
C 0.952 4.164 1.088
C -2.331 -3.440 -2.898
N 1.098 -1.045 -3.583
H 0.869 4.891 3.114
H 0.368 -0.594 1.218
C -0.207 2.076 0.685
H 2.504 0.606 -5.280
S 2.374 2.091 0.233
C -0.437 -2.550 1.567
H -0.600 -3.184 2.445
H 1.822 3.413 2.892
C -1.518 -4.545 -3.088
H -1.232 3.606 2.717
H -0.117 1.164 0.095
H 0.639 1.214 2.465
C 1.755 0.091 -3.332
N 0.921 2.915 0.351
H 3.619 2.662 -4.445
C -1.515 0.932 2.443
H -0.145 -5.903 -2.166
C -2.585 -1.228 2.463
C 2.457 0.896 -4.242
H -1.472 -5.026 -4.052
H 1.872 4.674 0.803
C -0.263 1.760 2.190
N -1.383 -0.409 2.364
O 2.402 0.903 1.039
H 0.509 -1.135 2.895
H -0.250 -4.819 0.028
C -2.742 -1.986 1.184
H -3.696 -1.979 0.684
H -2.483 -1.913 3.317
O -2.587 1.464 2.683
C -0.770 -5.033 -2.029
*
```

- HOMO (eV) = -8.734
- molecular weight (g mol⁻¹) = 468.60
- strongest force on any atom (eV Å⁻¹) = 1.37
- total energy (eV) = -58013.826
- LUMO energy (eV) = -0.9507
- gap between HOMO and LUMO (eV) = 7.8
- energy above the lowest of the compared OMol25 structures with the same formula, charge and spin (kJ/mol) = 152.0

(3)
The following is a quantum chemistry calculation of C23H24N4O7S2 in the gas phase, from the OMol25 dataset.

Geometry as ORCA input:
```
! RIJCOSX wB97M-V def2-TZVPD def2/J DEFGRID3
* xyz 0 1
H 2.339 -3.405 1.890
H 4.290 1.095 1.493
C -2.522 1.898 0.178
C 3.855 0.109 1.573
H -2.803 0.420 -5.482
C -0.164 1.161 -2.313
C -2.161 0.897 -4.751
O 3.260 0.367 -2.457
C 3.284 -2.918 -0.616
H -1.539 1.287 2.648
O 1.527 -0.893 -2.599
S 0.703 -2.804 4.048
O -2.276 2.660 1.086
C 1.212 1.335 -2.288
C -3.200 2.389 -1.109
C 3.849 -0.733 0.477
H -2.043 1.947 -4.981
C -1.316 4.763 -2.000
C -1.251 0.287 2.368
H -1.207 0.390 -4.695
H -0.366 -0.197 4.262
H -2.195 4.654 -2.632
C 2.755 -2.417 1.779
C 3.304 -0.298 2.776
H -2.464 0.063 -0.709
C 0.928 3.679 -2.015
H 2.231 -1.355 4.843
C -1.548 -0.188 1.092
N 2.186 -2.012 4.079
H -4.163 1.894 -1.247
O 0.866 -4.125 3.526
C -1.181 -1.485 0.725
C -0.229 -1.813 2.886
O 0.176 -2.645 5.370
N -2.222 0.578 0.138
H 3.067 -3.941 -0.319
N 2.062 0.187 -2.453
O -2.692 -0.458 -2.506
H -1.422 -1.844 -0.264
H -1.643 4.919 -0.972
H -0.756 5.642 -2.310
C -1.008 2.258 -2.215
C -0.456 3.545 -2.076
C 2.751 -1.569 2.881
N -2.406 2.090 -2.293
H -0.561 0.161 -2.397
H 2.845 2.702 -2.093
C -0.517 -2.296 1.624
C -0.590 -0.534 3.262
H 4.241 -2.890 -1.132
C 1.772 2.594 -2.124
H 1.347 4.667 -1.895
H 2.519 -2.596 -1.323
O -4.405 1.053 -3.364
H 3.309 0.361 3.633
H 4.277 -0.404 -0.459
S -3.019 0.779 -3.169
H -3.374 3.463 -1.016
C 3.299 -2.008 0.571
H -0.227 -3.302 1.369
*
```

- HOMO (eV) = -8.502
- molecular weight (g mol⁻¹) = 532.60
- strongest force on any atom (eV Å⁻¹) = 1.43
- structure (SMILES) = Cc1cccc(NS(=O)(=O)c2ccc(NC(=O)CN(c3cc([N+](=O)[O-])ccc3C)S(C)(=O)=O)cc2)c1
- total energy (eV) = -66201.566
- LUMO energy (eV) = -0.9995
- gap between HOMO and LUMO (eV) = 7.5
- energy above the lowest of the compared OMol25 structures with the same formula, charge and spin (kJ/mol) = 0.0

(4)
The following is a quantum chemistry calculation of a molecular structure, C23H24N5O4SV, from the OMol25 dataset.

Geometry as ORCA input:
```
! RIJCOSX wB97M-V def2-TZVPD def2/J DEFGRID3
* xyz 0 3
N 0.002 2.637 -2.583
C -1.455 -0.817 2.237
H 0.568 -4.529 0.825
N -0.391 -2.214 0.774
C -2.174 0.379 2.663
C -2.351 1.486 1.807
N 0.982 -0.159 -4.430
S 2.343 -0.133 1.320
C 3.356 -0.527 -0.135
N -0.952 -0.962 1.070
H 4.920 2.483 2.132
H 1.650 -6.546 -0.133
C 0.870 3.348 -4.629
H -4.033 1.457 5.294
H 2.860 1.325 3.020
C 3.222 3.224 1.041
C 0.717 -3.408 -0.992
H 2.053 0.314 -1.612
C -3.752 2.533 3.450
O 1.174 0.749 0.904
C 3.110 0.338 -1.361
C 4.156 2.089 1.457
C 1.130 -3.407 -2.320
H 3.707 3.872 0.311
O 0.073 -1.126 -1.195
C 1.502 -5.666 -0.746
C 3.478 0.944 2.202
H 2.047 -4.535 -3.893
H 2.952 3.836 1.903
H 4.206 0.246 2.624
H -3.317 3.366 1.510
N 1.171 4.158 -5.384
C 1.728 -4.538 -2.859
H -4.379 3.363 3.750
H 4.992 -0.259 -2.274
V -0.626 0.498 -0.383
C 0.900 -4.543 -0.204
C -3.558 1.463 4.323
H -1.384 -1.659 2.923
H -2.642 -0.456 4.580
H 3.587 -1.175 -2.842
C -3.161 2.548 2.199
H 0.981 -2.518 -2.922
H 2.374 -6.550 -2.497
H 4.395 -0.467 0.196
C 3.933 -0.188 -2.534
H 2.299 2.845 0.606
H 3.847 0.473 -3.394
O -0.264 1.650 -1.783
C -2.779 0.395 3.923
C 0.781 0.924 -4.101
C 1.914 -5.666 -2.074
H 3.124 -1.572 -0.354
C 0.523 2.290 -3.709
H 4.696 1.702 0.590
C 0.097 -2.184 -0.432
O -1.755 1.512 0.624
H 3.366 1.379 -1.153
*
```

- HOMO (alpha / beta) (eV) = -8.070 / -8.318
- molecular weight (g mol⁻¹) = 517.49
- strongest force on any atom (eV Å⁻¹) = 2.09
- total energy (eV) = -76403.135
- <S²> = 2.015
- LUMO energy (alpha / beta) (eV) = -0.3471 / -0.4640
- gap between HOMO and LUMO (alpha / beta) (eV) = 7.7 / 7.9
- energy above the lowest of the compared OMol25 structures with the same formula, charge and spin (kJ/mol) = 4.0

(5)
The following is a quantum chemistry calculation of a molecular structure, C23H25AsIrN2O3S3, from the OMol25 dataset.

Geometry as ORCA input:
```
! RIJCOSX wB97M-V def2-TZVPD def2/J DEFGRID3
* xyz 2 2
H -2.510 -0.990 -5.195
Ir -1.767 0.688 0.168
C -3.557 -0.348 -2.419
H 3.327 4.871 -0.035
S -3.685 0.762 -1.074
O 0.424 -1.260 1.116
C -1.624 2.681 4.826
C -2.447 3.327 0.860
H -2.336 3.228 4.219
H 0.873 0.365 4.604
H -6.328 -2.017 -2.360
C 0.766 2.673 0.257
S -0.233 1.791 -0.845
C -3.674 3.890 0.521
C 2.566 4.258 0.429
C -4.793 2.249 1.911
H 1.852 3.458 -1.435
C -4.220 -1.800 -4.078
C 1.444 3.460 2.418
N -2.468 -0.574 -3.133
C -4.831 3.357 1.051
C -2.720 -1.489 -4.251
C -0.800 -3.510 0.590
H -0.646 2.381 8.051
H -1.538 3.804 0.518
H -6.599 -0.398 -3.043
H -4.414 -2.852 -3.875
H 3.054 4.876 2.419
H -1.689 -3.857 0.071
H 0.105 -3.756 0.040
C -0.726 1.783 4.261
H -5.711 1.848 2.319
H -0.764 -3.919 1.598
H -5.787 3.804 0.808
C -3.593 1.673 2.230
H -3.712 4.749 -0.133
C 0.189 1.081 5.043
H -5.971 -0.580 -1.387
C 2.413 4.256 1.807
N -4.594 -1.007 -2.894
H -2.270 3.600 6.648
S -0.871 -1.773 0.782
C -2.365 2.201 1.715
H -1.566 -0.210 -2.884
C -5.959 -0.993 -2.392
C 0.612 2.672 1.648
C -1.585 2.897 6.195
O -1.984 -1.431 1.677
H 0.925 0.774 7.030
C 1.742 3.470 -0.358
C 0.218 1.309 6.411
H -4.816 -1.492 -4.935
C -0.668 2.212 6.983
As -0.702 1.460 2.378
H -2.095 -2.376 -4.170
O -1.335 -1.195 -0.592
H 1.352 3.462 3.498
H -3.560 0.814 2.892
*
```

- HOMO (alpha / beta) (eV) = -14.233 / -14.392
- molecular weight (g mol⁻¹) = 740.80
- strongest force on any atom (eV Å⁻¹) = 1.58
- total energy (eV) = -129547.385
- <S²> = 0.767
- LUMO energy (alpha / beta) (eV) = -7.3820 / -8.4606
- gap between HOMO and LUMO (alpha / beta) (eV) = 6.9 / 5.9
- energy above the lowest of the compared OMol25 structures with the same formula, charge and spin (kJ/mol) = 183.6

(6)
The following is a quantum chemistry calculation of a molecular structure, C23H25B2BeBrF12IKMgN3O10S, from the OMol25 dataset.

Geometry as ORCA input:
```
! RIJCOSX wB97M-V def2-TZVPD def2/J DEFGRID3
* xyz 1 1
H 0.124 3.283 2.262
C -3.434 1.048 -3.883
C -4.418 0.500 -4.659
F -2.013 1.738 7.646
F 6.672 2.087 1.953
C -0.659 3.394 3.017
C -7.401 -1.066 -10.464
S 4.519 -0.175 -0.466
C 0.051 3.341 4.369
C -3.558 -1.131 -3.375
H -7.681 -0.522 -11.357
O -0.839 0.289 4.771
Br -1.019 -0.974 7.900
H -7.917 -1.053 -7.120
C -7.887 -0.662 -9.227
H -5.550 -3.727 -9.490
F 5.692 3.500 0.403
F -4.134 0.881 7.454
O 3.112 0.041 -0.769
N -6.349 -3.217 -6.988
C 0.782 -0.656 3.360
O 7.978 -1.579 4.503
H 7.990 -0.298 0.506
H -6.181 -2.479 -11.523
H 6.523 0.206 1.351
O -0.214 -1.493 0.092
K 0.584 -3.039 -1.426
F 5.610 4.032 2.639
C -6.204 -2.870 -9.420
H 6.797 -2.982 5.504
H -2.415 2.201 3.595
H 6.592 -1.292 6.063
F -3.851 3.005 8.158
F 6.172 -2.123 -1.309
O -5.599 -4.165 -7.111
H -3.296 -2.043 -2.862
H 1.762 -1.811 1.936
C -0.996 0.990 2.501
H 6.728 -1.499 0.837
O 5.392 0.862 -0.927
H -3.062 2.056 -3.818
C 7.189 -1.332 3.446
C 4.921 -1.683 -1.450
C -6.559 -2.167 -10.560
O 5.953 -1.402 3.487
O 4.750 -0.578 0.921
H 8.077 -2.191 6.441
H 0.443 4.330 4.620
H -5.017 1.030 -5.380
C 0.907 -1.177 2.149
F 4.054 -2.539 -0.898
C -7.539 -1.362 -8.083
F -2.974 1.254 9.513
C -4.497 -0.883 -4.337
H -5.166 -1.611 -4.764
H -2.269 2.600 1.899
B -3.364 1.746 8.133
H -2.054 0.433 -0.290
C 7.231 -0.613 1.209
C -6.705 -2.459 -8.198
F 4.728 -1.553 -2.760
C -1.704 2.275 2.771
I 2.141 -0.940 4.888
F -0.773 2.939 5.408
H -2.166 0.166 -2.443
H -1.120 4.377 2.925
C -0.400 0.234 3.648
Be -1.533 1.093 9.165
C 7.310 -2.042 5.688
N -1.400 1.087 0.134
F 7.602 4.146 1.486
O 7.924 -0.935 2.467
H -8.540 0.196 -9.155
B 6.397 3.452 1.610
Mg 6.125 0.694 4.561
C -0.837 0.440 1.276
C -0.066 -0.822 1.107
H -0.669 1.307 -0.537
H 0.935 2.690 4.310
O -6.829 -2.851 -5.930
N -2.909 0.051 -3.105
*
```

- HOMO (eV) = -9.984
- molecular weight (g mol⁻¹) = 1064.35
- strongest force on any atom (eV Å⁻¹) = 4.33
- total energy (eV) = -194313.341
- LUMO energy (eV) = -8.0575
- gap between HOMO and LUMO (eV) = 1.9

(7)
The following is a quantum chemistry calculation of a molecular structure, C23H25Br6N4O11V, from the OMol25 dataset.

Geometry as ORCA input:
```
! RIJCOSX wB97M-V def2-TZVPD def2/J DEFGRID3
* xyz 0 1
H 21.211 -6.059 -8.836
H 24.153 -13.371 -15.972
O 17.266 -2.459 -24.063
H 22.161 -12.259 -17.960
C 26.825 -5.596 -18.203
C 22.729 -12.242 -17.029
H 23.794 -11.277 -7.611
H 23.296 -11.312 -17.076
Br 24.320 -11.942 -10.055
H 18.811 -9.236 -11.784
C 16.237 -14.609 -17.174
O 24.141 -17.703 -13.231
C 17.418 -4.632 -22.094
C 20.033 -5.358 -21.383
O 17.237 -8.513 -8.225
H 15.752 -15.800 -13.986
C 18.960 -5.875 -20.676
C 14.555 -14.499 -14.991
H 13.878 -14.505 -14.150
C 14.263 -13.699 -16.129
C 20.691 -6.746 -9.487
C 21.188 -7.079 -10.770
H 19.157 -6.541 -19.848
C 18.475 -4.010 -22.754
H 21.393 -10.889 -22.937
H 20.715 -8.058 -12.647
O 22.324 -13.187 -23.714
V 22.781 -17.458 -13.977
Br 28.468 -4.523 -18.538
H 13.388 -13.070 -16.198
C 18.850 -8.254 -9.829
H 16.419 -4.302 -22.338
O 19.390 -2.705 -24.429
H 16.783 -5.955 -20.632
Br 25.662 -12.849 -7.143
C 15.120 -13.787 -17.180
C 23.712 -13.332 -16.969
C 24.750 -11.415 -8.115
O 21.280 -12.283 -25.411
O 17.124 -9.799 -9.928
C 19.740 -4.428 -22.385
N 18.339 -2.996 -23.826
O 21.860 -16.536 -13.062
Br 27.206 -7.513 -18.228
H 22.035 -12.073 -16.206
H 23.114 -10.704 -23.581
C 22.056 -10.843 -23.801
N 17.616 -8.828 -9.351
O 23.276 -14.636 -17.317
C 19.589 -7.424 -8.967
H 24.539 -12.995 -17.593
C 17.667 -5.558 -21.109
Br 25.693 -9.714 -8.140
H 17.325 -16.074 -16.099
N 17.135 -14.695 -18.290
O 17.010 -13.793 -19.153
Br 25.907 -5.092 -16.534
H 22.043 -6.568 -11.188
H 14.958 -13.298 -18.129
O 17.913 -15.627 -18.366
C 19.234 -8.463 -11.160
C 15.655 -15.332 -14.955
H 21.088 -5.570 -21.290
H 19.369 -7.139 -7.949
N 21.836 -12.212 -24.316
H 20.558 -3.943 -22.897
C 20.391 -7.822 -11.645
H 21.671 -10.112 -24.513
H 26.127 -5.338 -18.999
C 16.468 -15.416 -16.084
*
```

- HOMO (eV) = -7.364
- molecular weight (g mol⁻¹) = 1063.84
- strongest force on any atom (eV Å⁻¹) = 3.55
- total energy (eV) = -498661.002
- LUMO energy (eV) = -3.7422
- gap between HOMO and LUMO (eV) = 3.6

(8)
The following is a quantum chemistry calculation of a molecular structure, C23H25F3NO10S3, from the OMol25 dataset.

Geometry as ORCA input:
```
! RIJCOSX wB97M-V def2-TZVPD def2/J DEFGRID3
* xyz -1 1
H 2.441 -4.637 5.774
H -3.964 1.822 -3.046
C 2.873 -4.642 1.911
S 2.447 -2.115 -1.102
C -5.514 1.208 -1.708
H 2.343 5.308 0.185
H 0.796 -4.417 -0.856
H -1.502 -4.940 -1.725
C 2.346 5.234 -0.909
C 0.342 2.256 -1.214
H 2.333 -6.791 4.517
H 3.026 -4.635 0.834
H 0.636 -0.566 -2.775
C -1.861 1.304 -1.715
H -6.270 0.996 -2.475
O -1.221 3.725 0.936
H 2.830 3.130 -0.865
O 3.050 -0.983 -1.747
H -1.396 4.971 3.329
C 2.489 -5.848 3.984
O 3.092 -3.399 -1.008
C -0.510 -0.921 1.211
F -0.351 -0.891 2.547
O 2.992 -0.814 2.752
F -1.571 -0.119 0.895
C -1.369 5.589 2.430
C 2.886 -3.445 2.620
C 0.260 -3.719 -1.514
H -1.957 6.496 2.621
H -5.693 0.540 -0.859
S 3.257 -1.873 1.819
C 2.557 -4.640 4.690
C 2.781 -3.435 4.015
C 0.205 -1.557 -2.627
C -2.007 4.877 1.275
H -0.338 5.888 2.220
C -1.753 3.149 -0.161
O -2.783 3.614 -0.652
H -2.610 -3.353 -3.317
C 0.842 -2.482 -1.797
H -1.511 -1.170 -3.828
H -4.065 0.053 -2.794
S 0.918 -0.257 0.323
H -2.088 5.529 0.397
C -1.013 2.012 -0.761
C -1.032 -1.891 -3.176
C -1.000 -4.018 -2.026
F -0.831 -2.186 0.844
H 2.867 -2.495 4.554
O -1.511 1.005 -2.847
H -5.668 2.243 -1.384
O -3.135 1.098 -1.267
C -1.640 -3.114 -2.882
C 2.110 3.813 -1.339
O 4.498 -1.966 1.099
C 2.650 -5.846 2.591
H 3.311 5.579 -1.278
H 2.148 3.713 -2.435
H 2.613 -6.789 2.038
O 1.050 1.493 -1.871
C -4.136 1.031 -2.304
N 1.973 -1.640 0.474
H 1.570 5.893 -1.313
O 0.780 3.491 -0.857
H -3.011 4.536 1.548
*
```

- HOMO (eV) = -4.449
- molecular weight (g mol⁻¹) = 628.64
- strongest force on any atom (eV Å⁻¹) = 2.28
- total energy (eV) = -86880.131
- LUMO energy (eV) = 2.1052
- gap between HOMO and LUMO (eV) = 6.6